Computed, not measured: C4H6N3O3S as an isolated structure at a distorted geometry, with the ωB97M-V functional and the def2-TZVPD basis.

The geometry in XYZ format:
```
17
Properties=species:S:1:pos:R:3:forces:R:3
C -1.818 -1.656 2.370 -2.006 -4.424 0.874
C 0.454 -1.384 1.288 -0.780 1.722 1.651
C 1.160 1.651 -1.216 2.498 -1.165 -1.764
C -1.039 -0.853 1.565 1.318 1.652 -2.168
N -2.361 -2.516 2.934 0.269 1.336 -0.133
N 1.224 0.305 -1.827 -2.671 1.455 -0.682
N 0.148 -0.504 -1.466 0.258 -0.340 -0.590
O 0.514 -2.374 0.579 0.483 -2.318 -0.380
O 1.343 -0.699 1.792 0.211 0.207 -0.041
O 1.427 -2.552 -2.168 1.055 -0.537 -0.300
S 0.204 -2.043 -1.592 -1.005 1.890 -0.410
H 0.244 2.112 -1.444 -1.481 0.303 0.211
H 1.403 1.481 -0.187 -0.099 0.900 0.924
H 1.915 2.295 -1.788 -0.617 -0.884 1.123
H -1.465 -0.594 0.539 0.285 -0.311 1.519
H -0.969 -0.019 2.217 0.554 1.758 -0.142
H 2.108 -0.092 -1.801 1.729 -1.243 0.308
```
Positions in Å, forces in eV/Å.

Results
Net charge   -1
Relative energy (zero: lowest compared OMol25 entry of this formula, charge and spin)   5.4 kcal per mole
2S+1   1
Frontier orbital gap (alpha / beta)   8.0306 / 8.0296 eV


Computed, not measured: one molecule with the formula C5H8O2S at a distorted geometry, with the ωB97M-V functional and the def2-TZVPD basis.

The geometry in XYZ format:
```
16
Properties=species:S:1:pos:R:3:forces:R:3
C -1.700 -1.553 -0.134 -2.207 -0.865 1.871
C -0.272 -1.321 -0.147 2.853 1.361 -0.327
C 0.351 -0.110 0.028 -0.908 -1.595 0.151
C -0.544 1.086 0.243 -1.700 1.430 0.168
O -0.259 2.091 -0.778 3.082 2.625 3.926
C 1.843 0.090 -0.021 -1.131 -1.019 -0.136
O 2.126 1.349 0.175 -0.813 1.939 0.658
S 3.095 -0.927 -0.240 -0.250 -0.907 -0.110
H -1.900 -2.261 -0.910 -0.525 -0.349 -0.700
H -2.439 -0.712 -0.147 1.030 -0.716 -0.303
H -1.989 -2.134 0.812 0.479 0.642 -1.020
H 0.344 -2.215 -0.416 -0.359 0.879 0.465
H -1.674 0.832 0.181 2.138 0.258 -0.308
H -0.544 1.610 1.246 0.665 -0.925 -0.758
H 0.496 2.735 -0.156 -3.378 -2.778 -3.495
H 3.068 1.439 0.262 1.025 0.020 -0.084
```
Positions in Å, forces in eV/Å.

Results
Structure (SMILES)   C/C=C(\CO)C(O)=S
Relative energy (zero: lowest compared OMol25 entry of this formula, charge and spin)   53.3 kcal per mole
2S+1   1
Frontier orbital gap   8.8213 eV